Formula: C5H36N3O10
Source: the Open Molecules 2025 dataset
Level of theory: ωB97M-V with the def2-TZVPD basis set

Electronic energy, Ha: -1128.47530
Kohn-Sham gap, eV: 9.448
Largest force on an atom, eV/Å: 3.634
Energy relative to the best compared isomer or geometry (same formula, charge and spin), eV: 4.244

The geometry in ORCA input format:
```
! wB97M-V def2-TZVPD RIJCOSX def2/J DEFGRID3
* xyz 1 1
O -0.857 3.774 2.180
O 2.506 3.121 1.022
O -0.246 3.281 -3.853
O 0.629 -2.259 -1.834
O 2.604 -3.762 1.289
O 0.928 1.025 -1.633
O -2.000 0.525 -3.259
O 3.682 -0.258 2.074
O 3.939 -1.196 -0.662
O 3.127 -0.076 -2.778
N -1.568 -1.003 -1.199
N -3.173 0.900 -0.174
N -0.077 -1.795 3.085
C -1.308 -2.176 2.453
C -3.788 2.075 0.367
C -2.059 -1.302 0.195
C -1.016 -2.093 0.930
C -2.461 0.102 0.790
H -0.179 4.162 1.554
H -2.019 -1.587 -1.892
H -1.793 0.026 -1.405
H 0.153 -2.544 3.769
H -0.044 -1.515 0.806
H 0.692 -3.052 -1.325
H 2.950 0.251 2.507
H 2.190 2.583 0.348
H -0.857 4.346 2.956
H -0.774 -3.030 0.370
H 4.505 -0.594 -0.140
H 3.833 -0.258 -2.103
H -1.777 -3.165 2.565
H -2.954 -0.039 1.825
H -2.137 -1.489 2.765
H -1.056 0.784 -3.149
H 3.334 -0.590 -3.548
H 1.976 -4.450 1.424
H 0.340 4.080 -3.601
H 2.494 -3.363 2.178
H -3.075 2.853 0.723
H 3.343 3.530 0.946
H 1.835 0.730 -1.949
H 4.136 -0.786 2.717
H -4.404 2.576 -0.424
H -2.994 -1.892 0.150
H -0.542 -0.978 -1.361
H -2.247 1.176 -3.928
H -3.720 0.246 -0.716
H -4.488 1.995 1.167
H -1.482 0.731 1.062
H 3.320 -1.609 0.079
H 0.357 2.553 -3.769
H 1.437 -1.699 -1.496
H 0.875 2.011 -1.586
H -0.090 -0.880 3.489
*
```

***

Formula: C39H78Cl6O25
Source: the Open Molecules 2025 dataset
Level of theory: ωB97M-V with the def2-TZVPD basis set

Electronic energy, Ha: -6174.92221
Kohn-Sham gap, eV: 8.678
Largest force on an atom, eV/Å: 10.296

The geometry in ORCA input format:
```
! wB97M-V def2-TZVPD RIJCOSX def2/J DEFGRID3
* xyz 0 1
Cl -5.861 -3.245 0.318
Cl -5.497 1.731 -3.540
Cl -6.918 3.716 -1.970
Cl 5.995 1.887 -0.377
Cl -5.386 -2.735 -2.509
Cl 4.017 0.576 -2.140
O 3.113 5.216 -0.657
O -2.853 2.967 5.966
O -0.733 -5.584 0.934
O 1.183 -4.307 -2.560
O 1.955 2.798 2.791
O 1.353 -4.877 1.313
O 0.127 1.388 -4.899
O -5.414 0.544 0.724
O 4.223 -3.141 3.545
O 1.332 4.519 -1.624
O 0.479 -6.748 2.249
O 3.219 1.844 4.224
O -6.078 1.515 2.671
O 1.920 0.834 -6.143
O -0.565 -5.545 -3.291
O -3.659 3.521 3.909
O 2.885 -3.471 1.894
O 3.291 3.918 -2.505
O -0.450 0.197 -1.778
O 4.167 2.705 2.397
O -0.720 -3.364 -2.737
O 0.138 -0.383 -6.304
O -2.048 -0.930 -0.679
O -4.491 0.093 2.731
O 3.703 -1.396 2.206
C 2.151 -5.303 -2.849
C 4.133 1.493 -5.998
C -1.688 -0.220 -1.586
C 4.391 1.159 -0.499
C -6.276 2.078 -1.964
C -3.439 -0.693 2.200
C 2.470 -6.119 -1.595
C 1.762 3.649 1.670
C -0.081 -4.529 -2.893
C -2.102 -3.406 -3.157
C 5.480 2.249 5.120
C 0.592 -0.362 -0.980
C 2.002 -3.043 0.850
C -2.340 3.606 3.347
C 3.614 -2.569 2.521
C 0.666 0.691 -5.717
C -3.734 3.329 5.238
C -1.270 -0.353 -6.504
C -6.991 2.393 2.041
C -1.976 -3.540 1.104
C 4.418 1.256 4.681
C 5.101 6.231 -1.713
C -5.447 -2.001 -0.890
C 3.200 2.456 3.062
C -1.134 -4.432 0.199
C 2.726 1.871 -5.554
C 1.694 -7.051 2.920
C 1.004 0.623 0.091
C -5.331 0.718 1.917
C 0.449 -5.652 1.496
C -8.332 1.756 1.671
C -2.233 2.508 2.317
C 4.540 5.394 -0.563
C 2.662 4.524 -1.683
C 4.995 -2.292 4.374
C 2.718 -3.150 -0.485
C -5.131 3.605 5.745
C -2.640 0.177 -2.684
C 0.645 3.678 -2.565
H -2.515 -2.585 -2.569
H 6.106 6.572 -1.464
H 2.297 -7.609 2.202
H -2.120 -3.134 -4.211
H 1.433 -0.668 -1.599
H 5.464 -2.855 5.174
H 2.541 1.966 -4.483
H -8.901 1.633 2.595
H -2.324 1.529 2.785
H -8.228 0.747 1.272
H -7.173 3.190 2.762
H -2.739 -0.632 -3.405
H -2.863 -0.218 1.401
H 4.817 0.560 3.937
H 5.826 2.943 4.355
H 5.773 -1.790 3.794
H -1.458 -1.033 -7.331
H -1.289 2.561 1.772
H -2.311 1.076 -3.199
H -4.510 -1.543 -0.599
H -3.606 0.322 -2.209
H 1.255 2.810 -2.800
H 1.474 1.524 -0.311
H -6.282 -1.318 -0.963
H 1.493 -7.712 3.759
H 1.995 -2.963 -1.283
H -3.056 2.519 1.597
H -8.881 2.394 0.983
H -5.534 1.970 -1.181
H -6.588 2.915 1.169
H -5.441 4.638 5.592
H 4.412 0.481 -5.716
H 4.296 0.354 0.224
H 2.247 -6.196 3.302
H 5.008 4.420 -0.453
H 3.497 -2.392 -0.582
H 2.429 2.853 -5.933
H 0.423 4.339 -3.403
H 3.103 -6.958 -1.894
H 4.691 6.004 0.325
H -1.771 -0.804 -5.642
H -1.692 0.643 -6.617
H 6.353 1.723 5.506
H 4.399 -1.480 4.792
H 1.541 -6.555 -1.225
H 0.188 1.032 0.691
H -3.865 -1.603 1.776
H -0.307 3.330 -2.170
H -1.511 3.549 4.053
H -2.687 -0.951 2.941
H 2.240 3.280 0.767
H -0.274 -3.927 -0.237
H 4.823 2.155 -5.469
H 3.156 -4.131 -0.660
H -1.418 -3.121 1.943
H 5.194 5.633 -2.618
H 0.269 -1.294 -0.512
H -2.308 -2.730 0.450
H -2.634 -4.309 -2.882
H -1.788 -4.745 -0.614
H 0.692 3.699 1.494
H 4.450 7.096 -1.829
H -5.862 2.898 5.356
H 4.171 0.622 5.531
H -2.186 4.588 2.892
H 2.949 -5.542 -0.809
H 5.070 2.867 5.923
H -2.830 -4.071 1.519
H 1.708 0.144 0.776
H 4.199 1.664 -7.070
H 3.657 1.918 -0.257
H -5.091 3.462 6.825
H 2.173 4.635 1.882
H 3.062 -4.851 -3.240
H 1.186 -3.769 0.877
H -7.048 1.330 -1.824
H 1.531 -2.084 1.050
H 1.811 -5.988 -3.627
*
```

***

Formula: C5H24BClCuN10O5
Source: the Open Molecules 2025 dataset
Level of theory: ωB97M-V with the def2-TZVPD basis set

Electronic energy, Ha: -3254.18976
Kohn-Sham gap (spin up / spin down), eV: 7.973 / 4.828
Largest force on an atom, eV/Å: 2.915
Energy relative to the best compared isomer or geometry (same formula, charge and spin), eV: 0.000

The geometry in ORCA input format:
```
! wB97M-V def2-TZVPD RIJCOSX def2/J DEFGRID3
* xyz 0 2
Cu -3.275 -1.028 -0.494
Cl -0.943 -0.135 0.092
O 1.538 -1.934 3.918
O -0.429 2.305 -3.336
O -2.164 2.428 2.763
O 3.815 2.129 -0.178
O -2.312 -2.686 -1.718
N 1.826 1.808 -1.187
N -0.670 3.890 3.671
N 1.324 0.039 2.860
N 2.509 -0.063 4.743
N 2.672 0.148 0.074
N -0.102 -2.714 -1.997
N -1.414 -3.982 -3.350
N 0.335 1.193 -5.136
N -0.801 0.080 -3.587
N -0.186 2.817 1.753
C -1.337 -3.045 -2.393
C -1.088 2.961 2.736
C 1.840 -0.743 3.817
C 2.816 1.441 -0.369
C -0.276 1.252 -3.933
B -3.240 -2.385 1.432
H -2.327 -2.797 0.883
H -0.062 4.652 3.421
H -0.737 -0.581 -4.338
H 0.112 0.485 -5.809
H 0.804 -0.539 2.214
H 1.713 -0.137 0.214
H -0.531 -4.318 -3.690
H 0.697 -3.071 -2.493
H -0.041 -1.893 -1.408
H 3.081 -0.614 5.361
H -1.400 0.175 -2.778
H 2.307 0.912 4.870
H -0.404 3.426 4.528
H 1.050 1.167 -1.203
H 1.585 0.975 2.606
H -3.022 -1.335 1.789
H 1.161 1.768 -5.174
H -3.505 -3.207 2.165
H -0.484 2.179 1.027
H 3.433 -0.238 0.606
H -2.350 -4.328 -3.477
H 0.561 3.485 1.710
H -4.127 -2.408 0.709
H 2.047 2.467 -1.913
*
```

***

Formula: C5H9NO
Source: the Open Molecules 2025 dataset
Level of theory: ωB97M-V with the def2-TZVPD basis set

Electronic energy, Ha: -325.81025
Kohn-Sham gap, eV: 9.506
Largest force on an atom, eV/Å: 1.145
Energy relative to the best compared isomer or geometry (same formula, charge and spin), eV: 3.464

The geometry in ORCA input format:
```
! wB97M-V def2-TZVPD RIJCOSX def2/J DEFGRID3
* xyz 0 1
O -1.648 -2.438 -0.159
N 0.242 2.688 -0.911
C -2.143 -0.351 -0.908
C 2.280 0.156 0.385
C 0.608 1.928 -0.117
C 1.046 0.929 0.861
C -1.423 -1.171 0.116
H 2.507 -0.644 1.095
H 1.239 1.435 1.813
H 0.206 0.233 1.006
H -1.192 -2.971 0.509
H -2.595 -0.926 -1.725
H -1.462 0.417 -1.298
H -2.924 0.208 -0.374
H 2.101 -0.298 -0.594
H 3.157 0.805 0.304
*
```

***

Formula: C34H65BHfN6Si2
Source: the Open Molecules 2025 dataset
Level of theory: ωB97M-V with the def2-TZVPD basis set

Electronic energy, Ha: -2314.64378
Kohn-Sham gap, eV: 8.464
Largest force on an atom, eV/Å: 0.743
Energy relative to the best compared isomer or geometry (same formula, charge and spin), eV: 0.000

The geometry in ORCA input format:
```
! wB97M-V def2-TZVPD RIJCOSX def2/J DEFGRID3
* xyz 2 1
Hf 0.315 -0.310 0.980
Si 1.505 0.377 4.419
Si 0.465 2.693 2.436
N 0.002 -2.094 -0.362
N -1.743 -0.150 0.421
N -0.348 -1.678 -1.626
N 1.454 0.232 -0.745
N 0.617 0.638 -1.766
N -1.853 0.244 -0.899
C 1.650 -1.506 4.569
C -3.633 0.690 -3.610
C 3.559 -0.791 0.805
C 0.154 0.877 5.630
C -3.776 0.659 0.134
C -3.152 -0.242 2.489
C 1.002 -3.211 1.930
C 0.610 -1.873 -4.663
C -3.250 2.878 -2.306
C -0.853 3.238 3.656
C 0.952 2.180 -3.850
C -3.095 0.740 -1.081
C 3.848 0.449 -0.059
C 2.595 1.614 -2.027
C 1.168 0.909 2.599
C -0.420 -5.151 1.172
C -2.105 -1.217 3.026
C 1.988 1.833 -4.936
C -1.871 -2.360 -4.415
C 0.302 -3.393 -0.431
C -3.730 1.414 -2.266
C 1.852 3.957 2.370
C 5.038 0.167 -0.993
C -0.249 -2.723 -2.475
C 3.168 1.079 4.941
C 2.656 0.818 -0.902
C 0.690 -4.167 0.782
C -2.908 0.098 1.048
C -0.448 1.972 -4.410
C -0.452 -2.729 -3.962
C 0.154 -3.831 -1.738
C -0.401 2.732 0.727
C 1.313 1.468 -2.571
C -4.555 -0.837 2.660
B -0.728 -0.199 -1.920
H -0.859 0.763 5.237
H 0.270 1.913 5.953
H 2.991 2.175 -4.688
H 1.871 -2.583 1.706
H -2.655 0.785 -4.071
H -3.528 3.340 -3.254
H -1.996 -1.284 -4.519
H -1.211 2.145 -3.658
H -0.612 2.682 -5.220
H 3.324 0.917 6.010
H 1.226 -3.763 2.840
H -3.872 -0.368 -3.497
H 1.069 3.243 -3.616
H 3.064 -0.544 1.749
H -1.364 4.116 3.255
H 0.724 -2.037 4.343
H 5.305 1.049 -1.572
H 0.551 -0.834 -4.337
H -4.364 1.126 -4.290
H -2.268 -1.399 4.087
H 1.698 2.308 -5.871
H -0.279 -3.765 -4.257
H -2.062 -2.808 -5.390
H -3.715 3.452 -1.504
H 2.524 3.791 1.524
H 1.614 -2.247 -4.455
H -1.336 -4.618 1.436
H 4.792 -0.641 -1.685
H 0.186 2.264 -0.072
H 0.455 -1.909 -5.742
H 3.248 2.153 4.759
H -0.559 0.970 -4.827
H -2.169 2.956 -2.185
H -0.532 3.773 0.421
H 2.027 0.755 -5.101
H 0.117 -2.587 2.146
H 0.333 -4.827 -2.109
H 4.495 -1.284 1.066
H 1.885 -1.728 5.614
H -0.414 3.528 4.612
H 3.384 2.224 -2.431
H -3.105 0.686 3.067
H -1.609 2.475 3.853
H -4.703 -1.150 3.693
H 1.589 -4.741 0.542
H -2.621 -2.742 -3.721
H 2.463 -1.927 3.974
H 1.430 4.958 2.263
H -1.087 -0.811 2.935
H 0.228 0.253 6.523
H -4.795 0.962 0.301
H -1.403 2.298 0.770
H 3.994 0.587 4.421
H -5.329 -0.110 2.422
H 5.909 -0.124 -0.407
H -0.109 -5.747 2.031
H -1.137 -0.100 -3.016
H -2.173 -2.172 2.500
H 2.968 -1.515 0.234
H -0.647 -5.832 0.354
H 2.455 3.956 3.280
H 4.114 1.295 0.579
H -4.791 1.438 -2.016
H 2.196 1.068 2.219
H -4.683 -1.705 2.011
*
```